The following is a DFT calculation (wB97M-V/def2-TZVPD) of one molecule with the formula C4H9N.

Last column: Mulliken charge in e.
Atoms and positions in Å:
C -1.494 0.622 0.481  -1.214
C -0.143 0.947 -0.094  -0.058
N 0.188 0.721 -1.394  -0.477
C 0.689 -0.623 -0.277  -0.370
C 0.673 -1.267 1.122  -1.157
H -1.559 0.801 1.496  0.494
H -2.119 0.295 -0.356  0.194
H 0.577 1.606 0.269  0.497
H -0.628 0.218 -1.750  0.325
H 0.249 -1.414 -0.955  0.348
H 1.838 -0.566 -0.683  0.354
H -0.338 -1.090 1.412  0.360
H 1.088 -2.318 1.151  0.328
H 1.222 -0.661 1.790  0.377

Cartesian forces (eV/Å) of the 6 atoms listed first:
5.1291 1.5321 -4.2188
-5.8566 -0.0830 1.6840
-0.1909 -1.7980 -0.0388
4.5981 -2.6905 -4.1007
-0.0523 0.3994 -0.3525
-1.1002 0.1162 1.7044

As for the net charge: 0. As for the HOMO-LUMO gap: 7.6 eV. Its HOMO energy is -7.224 eV. The calculation puts the energy above the lowest of the compared OMol25 structures with the same formula, charge and spin at 5.830 eV.